[1]
Here is C24H21ClN3SbSe4Ti as an isolated structure at a distorted geometry from OMol25. Energies are from the ωB97M-V functional and the def2-TZVPD basis.

The value obtained for the LUMO energy (spin up / spin down) is 4.1 / 4.1 eV. As for the energy above the lowest of the compared OMol25 structures with the same formula, charge and spin: 8.7 kJ/mol. Its total charge is -2.

CARTESIAN COORDINATES (ANGSTROEM)
Ti (-0.506, 0.130, -0.424)
C (-2.753, 0.459, -2.936)
C (-1.506, -0.215, -3.423)
C (-1.418, -0.610, -4.730)
C (-0.249, -1.278, -5.181)
C (0.761, -1.492, -4.309)
C (0.646, -1.047, -2.954)
N (-0.502, -0.418, -2.520)
C (1.638, -1.207, -1.987)
C (2.903, -1.814, -2.176)
C (3.777, -1.964, -1.152)
C (3.395, -1.509, 0.137)
C (2.177, -0.906, 0.308)
N (1.298, -0.691, -0.724)
C (1.711, -0.362, 1.584)
C (2.353, -0.603, 2.790)
C (1.866, 0.003, 3.934)
C (0.794, 0.859, 3.835)
C (0.183, 1.064, 2.602)
C (-0.946, 2.042, 2.533)
N (0.610, 0.412, 1.504)
H (-2.526, 1.365, -2.374)
H (-3.298, -0.193, -2.253)
H (-3.390, 0.715, -3.783)
H (-2.245, -0.415, -5.397)
H (-0.168, -1.609, -6.210)
H (1.663, -1.999, -4.625)
H (3.172, -2.168, -3.164)
H (4.745, -2.423, -1.303)
H (4.074, -1.624, 0.969)
H (3.204, -1.266, 2.832)
H (2.329, -0.188, 4.895)
H (0.385, 1.363, 4.699)
H (-0.645, 2.961, 3.039)
H (-1.816, 1.651, 3.066)
H (-1.236, 2.263, 1.512)
Se (-5.366, 2.742, 2.542)
Sb (-4.759, 0.527, 3.272)
Se (-1.656, -2.005, 0.379)
Se (-2.799, 0.062, 0.576)
Se (-3.327, 0.675, 5.217)
Cl (3.512, 5.646, 2.249)
C (2.415, 4.673, 1.283)
C (1.078, 5.015, 1.211)
C (0.218, 4.242, 0.443)
C (0.661, 3.117, -0.262)
C (-0.240, 2.266, -1.062)
C (2.029, 2.810, -0.163)
C (2.901, 3.571, 0.596)
H (0.707, 5.874, 1.756)
H (-0.832, 4.509, 0.402)
H (0.263, 2.029, -2.006)
H (-1.180, 2.777, -1.290)
H (2.404, 1.936, -0.686)
H (3.949, 3.307, 0.664)

***

[2]
Here is one molecule with the formula C25H27N3O6S from OMol25. Energies are from the ωB97M-V functional and the def2-TZVPD basis.

The SMILES is O=C(CCCn1c(SCC(=O)c2ccc(O)c(O)c2)nc2ccccc2c1=O)NC[C@@H]1CCCO1. The value obtained for the LUMO energy is 0.4 eV. As for the energy above the lowest of the compared OMol25 structures with the same formula, charge and spin: 0.0 kJ/mol.

CARTESIAN COORDINATES (ANGSTROEM)
O (-1.256, -0.973, -0.188)
C (-1.467, -1.568, 0.860)
N (-0.614, -2.485, 1.349)
H (-0.714, -2.781, 2.307)
C (0.636, -2.807, 0.697)
H (0.926, -3.816, 0.998)
H (0.475, -2.779, -0.383)
C (1.754, -1.819, 1.061)
C (3.045, -2.073, 0.269)
H (3.130, -1.409, -0.587)
C (4.132, -1.843, 1.316)
H (5.047, -2.394, 1.112)
C (3.428, -2.324, 2.582)
H (3.811, -1.872, 3.498)
H (3.495, -3.419, 2.670)
O (2.076, -1.931, 2.441)
H (4.358, -0.780, 1.397)
H (3.068, -3.106, -0.082)
H (1.381, -0.801, 0.891)
C (-2.755, -1.423, 1.649)
C (-3.567, -0.201, 1.218)
H (-4.620, -0.351, 1.456)
C (-3.105, 1.074, 1.926)
N (-1.707, 1.368, 1.674)
C (-1.304, 1.994, 0.534)
N (-0.082, 2.242, 0.223)
C (0.907, 1.897, 1.097)
C (2.240, 2.178, 0.777)
C (3.236, 1.867, 1.674)
C (2.935, 1.268, 2.898)
C (1.632, 0.965, 3.218)
C (0.607, 1.276, 2.322)
C (-0.775, 0.946, 2.630)
O (-1.145, 0.353, 3.627)
H (1.371, 0.487, 4.149)
H (3.730, 1.040, 3.592)
H (4.264, 2.094, 1.429)
H (2.458, 2.645, -0.171)
S (-2.565, 2.527, -0.575)
C (-1.574, 3.460, -1.786)
H (-1.786, 4.518, -1.622)
C (-1.902, 3.125, -3.233)
O (-2.386, 3.985, -3.939)
C (-1.564, 1.786, -3.733)
C (-1.728, 1.542, -5.099)
C (-1.413, 0.316, -5.645)
C (-0.948, -0.708, -4.831)
C (-0.800, -0.480, -3.451)
C (-1.084, 0.759, -2.916)
H (-0.936, 0.892, -1.858)
O (-0.367, -1.529, -2.692)
H (-0.556, -1.317, -1.753)
O (-0.646, -1.920, -5.348)
H (-0.367, -2.487, -4.614)
H (-1.529, 0.124, -6.699)
H (-2.103, 2.340, -5.721)
H (-0.536, 3.230, -1.541)
H (-3.202, 0.951, 3.009)
H (-3.707, 1.925, 1.598)
H (-3.473, -0.075, 0.137)
H (-3.332, -2.332, 1.463)
H (-2.530, -1.374, 2.715)

***

[3]
Here is a 17-piece molecular cluster, C51H119N17O17 overall at a distorted geometry from OMol25. Energies are from the ωB97M-V functional and the def2-TZVPD basis.

The value obtained for the LUMO energy is 0.2 eV. As for the energy above the lowest of the compared OMol25 structures with the same formula, charge and spin: 163.3 kJ/mol.

CARTESIAN COORDINATES (ANGSTROEM)
C (6.487, -2.810, 2.969)
C (5.500, -1.606, 2.845)
O (5.517, -0.736, 2.013)
N (4.533, -1.639, 3.811)
C (3.558, -0.614, 4.027)
H (7.322, -2.677, 2.284)
H (5.881, -3.701, 2.764)
H (6.902, -2.875, 3.956)
H (4.653, -2.315, 4.578)
H (2.596, -1.036, 4.324)
H (3.357, 0.035, 3.171)
H (3.925, 0.127, 4.766)
C (0.219, -5.302, 5.047)
C (-0.372, -4.120, 4.483)
O (-1.555, -3.893, 4.665)
N (0.414, -3.365, 3.703)
C (-0.087, -2.140, 3.153)
H (1.308, -5.433, 4.908)
H (-0.408, -6.136, 4.757)
H (0.028, -5.262, 6.124)
H (1.377, -3.559, 3.572)
H (0.781, -1.554, 2.720)
H (-0.450, -1.439, 3.913)
H (-0.950, -2.321, 2.570)
C (-4.579, 3.750, 5.006)
C (-3.792, 3.194, 3.864)
O (-4.103, 3.664, 2.778)
N (-2.802, 2.343, 4.130)
C (-2.023, 1.737, 3.160)
H (-5.368, 2.989, 5.215)
H (-4.921, 4.722, 4.715)
H (-3.909, 3.779, 5.860)
H (-2.670, 2.147, 5.101)
H (-1.107, 1.247, 3.535)
H (-1.668, 2.438, 2.421)
H (-2.588, 0.953, 2.654)
C (-6.517, 0.094, -3.449)
C (-6.570, -1.439, -3.152)
O (-7.212, -1.971, -2.285)
N (-5.816, -2.134, -4.012)
C (-5.877, -3.614, -4.008)
H (-7.489, 0.573, -3.517)
H (-5.952, 0.305, -4.356)
H (-5.899, 0.580, -2.645)
H (-5.513, -1.706, -4.840)
H (-6.873, -3.969, -4.162)
H (-5.519, -3.987, -3.088)
H (-5.283, -4.057, -4.874)
C (-4.465, -1.864, -0.527)
C (-5.080, -1.445, 0.791)
O (-4.382, -1.143, 1.803)
N (-6.456, -1.451, 0.758)
C (-7.344, -1.393, 1.887)
H (-4.253, -0.986, -1.123)
H (-5.186, -2.382, -1.131)
H (-3.545, -2.439, -0.328)
H (-6.898, -1.513, -0.148)
H (-7.108, -2.232, 2.522)
H (-8.387, -1.485, 1.535)
H (-7.138, -0.532, 2.434)
C (-4.968, 0.679, -7.058)
C (-4.217, -0.595, -7.335)
O (-4.712, -1.719, -7.109)
N (-2.907, -0.444, -7.739)
C (-2.031, -1.654, -7.790)
H (-4.386, 1.387, -6.521)
H (-5.869, 0.406, -6.547)
H (-5.274, 1.159, -7.986)
H (-2.452, 0.471, -7.693)
H (-1.521, -1.766, -6.853)
H (-1.193, -1.472, -8.515)
H (-2.619, -2.547, -8.082)
C (5.939, -0.003, -4.259)
C (5.916, 1.022, -3.035)
O (5.718, 2.202, -3.208)
N (6.323, 0.513, -1.872)
C (6.997, 1.250, -0.790)
H (6.943, 0.041, -4.639)
H (5.222, 0.157, -5.063)
H (5.665, -0.967, -3.968)
H (6.303, -0.473, -1.855)
H (6.464, 2.096, -0.428)
H (7.970, 1.541, -1.220)
H (7.102, 0.601, 0.031)
C (3.701, 5.244, 4.815)
C (3.490, 3.710, 4.741)
O (4.388, 2.883, 4.770)
N (2.195, 3.399, 4.498)
C (1.635, 2.069, 4.216)
H (2.855, 5.752, 5.154)
H (3.829, 5.571, 3.786)
H (4.602, 5.431, 5.432)
H (1.613, 4.230, 4.637)
H (2.159, 1.172, 4.602)
H (1.646, 2.002, 3.120)
H (0.582, 2.035, 4.555)
C (-3.000, -0.497, -4.395)
C (-2.044, 0.609, -4.803)
O (-1.347, 0.556, -5.840)
N (-1.948, 1.611, -3.953)
C (-1.115, 2.745, -4.273)
H (-3.741, -0.262, -3.600)
H (-2.452, -1.357, -4.065)
H (-3.608, -0.880, -5.235)
H (-2.730, 1.717, -3.306)
H (-0.355, 2.313, -4.879)
H (-0.694, 3.260, -3.403)
H (-1.613, 3.497, -4.862)
C (-5.441, 1.838, 0.029)
C (-4.250, 2.406, -0.785)
O (-4.068, 1.980, -1.973)
N (-3.413, 3.295, -0.196)
C (-2.376, 4.080, -0.850)
H (-6.119, 2.601, 0.402)
H (-5.089, 1.334, 0.909)
H (-5.982, 1.199, -0.674)
H (-3.613, 3.462, 0.757)
H (-2.758, 4.803, -1.579)
H (-1.769, 3.391, -1.493)
H (-1.672, 4.481, -0.107)
C (-0.215, -0.888, 6.523)
C (-1.577, -0.313, 6.320)
O (-1.931, 0.840, 6.436)
N (-2.461, -1.262, 5.942)
C (-3.814, -0.914, 5.485)
H (-0.169, -1.963, 6.336)
H (0.082, -0.698, 7.561)
H (0.515, -0.412, 5.906)
H (-2.083, -2.078, 5.501)
H (-4.351, -1.870, 5.329)
H (-3.871, -0.433, 4.534)
H (-4.303, -0.304, 6.249)
C (-2.824, -4.661, 1.846)
C (-1.560, -4.689, 0.960)
O (-1.455, -3.877, 0.029)
N (-0.632, -5.617, 1.310)
C (0.451, -6.002, 0.457)
H (-2.728, -5.434, 2.632)
H (-3.632, -4.887, 1.145)
H (-3.060, -3.668, 2.182)
H (-1.041, -6.236, 1.968)
H (0.694, -5.139, -0.113)
H (0.164, -6.856, -0.181)
H (1.314, -6.244, 1.061)
C (5.171, -3.320, -2.034)
C (4.587, -3.394, -0.662)
O (4.970, -4.238, 0.183)
N (3.587, -2.491, -0.481)
C (2.625, -2.627, 0.621)
H (4.794, -2.436, -2.532)
H (4.696, -4.187, -2.555)
H (6.267, -3.411, -2.026)
H (3.335, -1.871, -1.290)
H (3.116, -3.281, 1.342)
H (1.692, -3.008, 0.230)
H (2.488, -1.607, 1.028)
C (5.039, 2.180, 1.644)
C (5.228, 3.659, 1.962)
O (4.419, 4.542, 1.751)
N (6.487, 3.958, 2.417)
C (6.870, 5.309, 2.784)
H (5.836, 1.518, 2.031)
H (4.849, 1.977, 0.609)
H (4.136, 1.874, 2.184)
H (7.186, 3.312, 2.707)
H (6.185, 5.927, 2.219)
H (7.834, 5.612, 2.423)
H (6.748, 5.484, 3.870)
C (2.473, 3.180, -4.526)
C (2.027, 4.168, -3.423)
O (1.072, 4.924, -3.527)
N (2.866, 4.189, -2.346)
C (2.793, 5.295, -1.357)
H (3.519, 2.886, -4.465)
H (2.234, 3.623, -5.489)
H (1.749, 2.334, -4.379)
H (3.814, 3.699, -2.493)
H (1.962, 5.950, -1.599)
H (3.729, 5.935, -1.409)
H (2.799, 4.878, -0.337)
C (1.839, -0.688, -5.295)
C (1.669, -1.239, -3.874)
O (2.569, -1.175, -3.019)
N (0.426, -1.741, -3.560)
C (0.205, -2.518, -2.365)
H (0.925, -0.169, -5.685)
H (2.161, -1.513, -5.942)
H (2.557, 0.049, -5.257)
H (-0.179, -1.818, -4.330)
H (1.087, -3.060, -2.042)
H (-0.540, -3.247, -2.608)
H (-0.018, -1.937, -1.476)
C (2.247, 1.244, -0.337)
C (0.885, 0.778, 0.174)
O (0.666, 0.391, 1.350)
N (-0.072, 0.793, -0.735)
C (-1.459, 0.421, -0.333)
H (2.882, 0.537, 0.176)
H (2.263, 2.200, 0.225)
H (2.399, 1.388, -1.449)
H (-0.052, 1.226, -1.624)
H (-1.491, -0.602, -0.124)
H (-2.050, 0.725, -1.190)
H (-1.768, 1.053, 0.565)

***

[4]
Here is C38H29IrO3P2S2 as an isolated structure from OMol25. Energies are from the ωB97M-V functional and the def2-TZVPD basis.

As for the spin multiplicity: 2. The value obtained for the LUMO energy (spin up / spin down) is -2.8 / -4.8 eV. As for the energy above the lowest of the compared OMol25 structures with the same formula, charge and spin: 0.0 kJ/mol. Its total charge is +1.

CARTESIAN COORDINATES (ANGSTROEM)
Ir (0.819, 0.117, 0.328)
O (0.468, -2.454, -0.595)
C (-0.098, -1.400, -0.689)
C (-1.309, -1.148, -1.520)
C (-1.824, -2.141, -2.348)
C (-2.925, -1.849, -3.134)
C (-3.506, -0.583, -3.094)
C (-2.996, 0.402, -2.261)
C (-1.893, 0.110, -1.472)
P (-1.145, 1.215, -0.260)
C (-1.169, 2.878, -0.965)
C (-2.309, 3.672, -0.831)
C (-2.374, 4.906, -1.460)
C (-1.307, 5.357, -2.222)
C (-0.171, 4.572, -2.357)
C (-0.101, 3.337, -1.732)
C (-2.287, 1.253, 1.139)
C (-3.184, 0.207, 1.340)
C (-3.990, 0.193, 2.469)
C (-3.901, 1.219, 3.400)
C (-3.006, 2.262, 3.203)
C (-2.197, 2.279, 2.079)
H (-1.355, -3.116, -2.371)
H (-3.334, -2.606, -3.789)
H (-4.362, -0.367, -3.718)
H (-3.449, 1.385, -2.230)
H (-3.152, 3.333, -0.240)
H (-3.262, 5.514, -1.350)
H (-1.359, 6.323, -2.707)
H (0.666, 4.922, -2.946)
H (0.796, 2.746, -1.833)
H (-3.258, -0.601, 0.623)
H (-4.686, -0.621, 2.619)
H (-4.527, 1.204, 4.282)
H (-2.929, 3.058, 3.932)
H (-1.488, 3.086, 1.938)
S (2.055, 0.495, -1.617)
P (3.759, 0.023, -0.570)
S (2.974, -0.579, 1.190)
C (4.662, -1.276, -1.405)
C (6.039, -1.196, -1.596)
C (6.707, -2.254, -2.196)
C (6.005, -3.379, -2.597)
C (4.630, -3.461, -2.399)
C (3.955, -2.413, -1.801)
C (4.832, 1.452, -0.431)
C (5.230, 2.107, -1.598)
C (6.072, 3.200, -1.514)
C (6.518, 3.639, -0.272)
C (6.119, 2.990, 0.886)
C (5.270, 1.894, 0.812)
H (6.589, -0.320, -1.278)
H (7.776, -2.197, -2.346)
H (6.530, -4.202, -3.064)
H (4.089, -4.345, -2.707)
H (2.886, -2.477, -1.632)
H (4.884, 1.762, -2.565)
H (6.384, 3.711, -2.416)
H (7.178, 4.493, -0.210)
H (6.466, 3.335, 1.850)
H (4.945, 1.390, 1.713)
O (-0.004, -0.472, 2.178)
C (0.257, 0.633, 2.753)
O (0.794, 1.530, 2.030)
C (-0.080, 0.860, 4.165)
C (-0.767, -0.121, 4.873)
C (-1.124, 0.114, 6.190)
C (-0.793, 1.320, 6.794)
C (-0.102, 2.297, 6.086)
C (0.255, 2.070, 4.768)
H (-1.018, -1.052, 4.383)
H (-1.658, -0.643, 6.749)
H (-1.071, 1.500, 7.824)
H (0.157, 3.232, 6.564)
H (0.789, 2.818, 4.197)

***

[5]
Here is C28H44Cl3N4O3SeSiTl as an isolated structure at a distorted geometry from OMol25. Energies are from the ωB97M-V functional and the def2-TZVPD basis.

The value obtained for the LUMO energy is -0.5 eV.

CARTESIAN COORDINATES (ANGSTROEM)
C (1.703, -1.446, -3.684)
C (2.799, -0.663, -3.034)
H (1.689, -1.266, -4.764)
H (0.706, -1.201, -3.280)
H (1.869, -2.523, -3.520)
C (3.765, 0.012, -3.670)
C (3.929, 0.094, -5.147)
H (4.525, 0.542, -3.089)
H (3.134, -0.408, -5.709)
H (4.889, -0.354, -5.433)
H (3.962, 1.143, -5.467)
Tl (-0.022, -0.382, -0.032)
Cl (0.731, -2.537, 0.911)
Cl (-1.735, -0.802, -1.783)
H (-3.821, 0.198, 4.321)
H (-4.462, -2.239, 3.562)
C (-3.817, 0.471, 3.259)
C (-4.412, -1.845, 2.540)
N (-3.507, -0.707, 2.458)
H (-3.079, 1.253, 3.065)
C (-2.422, -0.781, 1.702)
O (-1.580, 0.162, 1.624)
H (-4.017, -2.611, 1.869)
H (-2.290, -1.714, 1.133)
H (-4.823, 0.820, 3.002)
H (-5.426, -1.567, 2.233)
H (0.575, 1.402, -3.734)
H (2.598, 2.858, -3.193)
C (-0.085, 2.126, -3.233)
C (1.854, 3.582, -2.827)
N (0.695, 2.900, -2.286)
H (-0.895, 1.594, -2.725)
C (0.396, 2.946, -0.970)
O (-0.552, 2.353, -0.434)
H (2.303, 4.199, -2.041)
H (1.107, 3.548, -0.368)
H (-0.484, 2.799, -4.007)
H (1.563, 4.216, -3.676)
O (1.709, 0.323, -1.213)
C (2.710, -0.582, -1.513)
C (4.259, 1.196, -0.557)
C (3.982, -0.150, -0.793)
H (3.583, 1.958, -0.958)
C (5.354, 1.544, 0.237)
H (2.473, -1.599, -1.143)
C (4.849, -1.143, -0.329)
H (5.474, 2.590, 0.535)
C (6.280, 0.566, 0.618)
C (6.036, -0.782, 0.309)
H (4.561, -2.182, -0.526)
H (7.191, 0.854, 1.146)
H (6.754, -1.560, 0.577)
Si (-5.583, -2.232, -4.168)
Cl (-4.442, -2.373, -5.896)
C (-5.968, -0.411, -3.963)
C (-4.511, -2.948, -2.819)
C (-7.145, -3.238, -4.435)
H (-5.037, 0.168, -3.898)
H (-6.551, -0.237, -3.049)
H (-6.547, -0.041, -4.820)
H (-7.728, -2.846, -5.279)
H (-7.780, -3.208, -3.538)
H (-6.903, -4.287, -4.648)
H (-3.577, -2.376, -2.720)
H (-4.259, -3.994, -3.049)
H (-5.028, -2.918, -1.851)
C (2.436, -1.032, 4.231)
N (1.560, 0.116, 4.382)
C (1.281, 1.043, 3.405)
Se (1.928, 1.096, 1.696)
N (0.431, 1.946, 4.006)
C (0.197, 1.606, 5.341)
C (-0.372, 2.342, 6.370)
C (-0.232, 1.835, 7.674)
C (0.497, 0.650, 7.914)
C (1.096, -0.065, 6.863)
C (0.902, 0.434, 5.575)
H (2.719, -1.118, 3.177)
H (1.896, -1.935, 4.542)
H (3.328, -0.918, 4.861)
H (0.065, 2.770, 3.540)
H (-0.889, 3.266, 6.135)
H (-0.675, 2.364, 8.520)
H (0.607, 0.297, 8.941)
H (1.705, -0.958, 6.997)